Run one
The following is a DFT calculation (ωB97M-V/def2-TZVPD) of a 8-piece molecular cluster, C26H74N6O8 overall.

Calculated values
- Structure (SMILES): COC[C@H](C)N.COC[C@H](C)N.COC[C@H](C)N.COC[C@H](C)N.COC[C@H](C)N.COC[C@H](C)N.CO.CO
- HOMO-LUMO gap: 0.340 hartree
- M: 598.9 g mol⁻¹
- Multiplicity: 1

The geometry in XYZ format:
```
114
C26H74N6O8 | the OMol25 dataset | ωB97M-V/def2-TZVPD
C 1.8741 -3.7846 -4.8412
O 0.6519 -3.1627 -5.0295
C -0.4929 -4.0528 -4.6701
C -1.7750 -3.1730 -4.8626
C -3.0096 -4.0084 -4.5771
N -2.0070 -2.8380 -6.2522
H 2.7573 -3.1728 -5.0249
H 2.0538 -4.5369 -5.6091
H 2.0746 -4.2099 -3.8578
H -0.5147 -4.9398 -5.3032
H -0.4689 -4.2896 -3.6064
H -1.7973 -2.2635 -4.2622
H -3.2410 -4.7907 -5.2999
H -3.8067 -3.3029 -4.3424
H -2.8795 -4.6293 -3.6907
H -1.0991 -2.5366 -6.5762
H -2.1111 -3.7489 -6.6759
C 7.7255 -0.9509 -4.3959
O 6.7021 -0.9009 -3.3937
C 6.3065 0.4460 -3.1782
C 5.5641 0.6632 -1.8412
C 4.2212 -0.1347 -1.7922
N 5.3143 2.0570 -1.4089
H 7.4260 -0.4114 -5.2944
H 8.0074 -1.9762 -4.6353
H 8.6611 -0.5831 -3.9748
H 7.1280 1.1614 -3.1420
H 5.7013 0.7254 -4.0406
H 6.2084 0.1132 -1.1554
H 3.6132 0.0758 -2.6721
H 3.6433 0.1426 -0.9106
H 4.3648 -1.2152 -1.7967
H 6.1294 2.6272 -1.2338
H 5.0494 1.9050 -0.4462
C 2.1814 -0.0940 5.0477
O 3.1780 0.3711 4.1188
C 3.9926 1.3645 4.7134
C 5.0588 1.8624 3.7620
C 5.9957 0.6828 3.3631
N 5.8791 2.9430 4.4122
H 1.7573 -1.0368 4.7022
H 1.3624 0.6194 4.9557
H 2.4353 -0.1825 6.1040
H 3.3650 2.2199 4.9633
H 4.3422 1.1165 5.7156
H 4.5851 2.1557 2.8252
H 6.6906 0.3379 4.1287
H 6.5099 1.1337 2.5143
H 5.4026 -0.1125 2.9116
H 5.2745 3.4584 5.0360
H 5.9933 3.5893 3.6445
C 1.3826 7.9565 -3.2946
O 0.4598 6.9430 -3.5838
C 0.1929 6.1392 -2.4386
C -0.9687 6.7201 -1.6162
C -1.6144 5.6932 -0.6340
N -2.0682 7.2361 -2.4838
H 1.5123 8.6724 -4.1063
H 2.3290 7.4453 -3.1182
H 1.2180 8.4387 -2.3310
H -0.1282 5.1764 -2.8363
H 1.1184 5.9813 -1.8847
H -0.7606 7.6734 -1.1305
H -2.1340 4.8141 -1.0154
H -2.3512 6.2148 -0.0231
H -0.8321 5.2492 -0.0184
H -2.4816 6.4122 -2.8964
H -1.6184 7.6316 -3.2970
C 1.1395 -4.3540 1.2702
O -0.2779 -4.4722 1.4838
C -0.7733 -5.6223 2.1626
C -0.6345 -6.8956 1.2953
C -1.7306 -6.8822 0.2549
N -0.8610 -7.9904 2.2364
H 1.2152 -3.4387 0.6832
H 1.5200 -5.2230 0.7336
H 1.6252 -4.1735 2.2292
H -0.2173 -5.7644 3.0893
H -1.8154 -5.5409 2.4718
H 0.3236 -7.0609 0.8027
H -1.5444 -6.0766 -0.4553
H -2.7276 -6.6098 0.6012
H -1.8694 -7.8546 -0.2177
H -0.1129 -8.2710 2.8542
H -1.6268 -7.9415 2.8931
C -5.5803 3.1868 4.1723
O -6.3905 2.0050 4.0577
C -5.7401 0.8270 4.5436
C -6.5356 -0.3728 4.0898
C -6.1577 -1.6537 4.7951
N -6.3524 -0.4720 2.6922
H -4.9288 3.2596 5.0431
H -6.1585 4.1097 4.1280
H -4.8631 3.2291 3.3526
H -4.7264 0.7176 4.1583
H -5.5379 1.0086 5.5992
H -7.5879 -0.2223 4.3311
H -5.2070 -2.0651 4.4561
H -6.9663 -2.3345 4.5289
H -6.2394 -1.6032 5.8808
H -6.5390 0.4296 2.2770
H -5.4002 -0.6993 2.4438
C -1.1625 -0.0658 0.3343
O -1.8038 -0.6586 1.3401
H -0.2151 0.3407 0.6881
H -0.8742 -0.7521 -0.4619
H -1.7409 0.8034 0.0214
H -1.2879 -1.4183 1.6200
C -6.4415 3.4105 -0.4910
O -6.0325 3.6960 -1.7868
H -6.5022 4.3015 0.1339
H -7.4750 3.0650 -0.4672
H -5.9342 2.5358 -0.0839
H -6.4864 4.4330 -2.2019
```


Run two
The following is a DFT calculation (ωB97M-V/def2-TZVPD) of a 8-piece molecular cluster, C26H74N6O8 overall.

Calculated values
- Structure (SMILES): COC[C@H](C)N.COC[C@H](C)N.COC[C@H](C)N.COC[C@H](C)N.COC[C@H](C)N.COC[C@H](C)N.CO.CO
- HOMO-LUMO gap: 0.315 hartree
- M: 598.9 g mol⁻¹
- Multiplicity: 1

The geometry in XYZ format:
```
114
C26H74N6O8 | the OMol25 dataset | ωB97M-V/def2-TZVPD
C 3.1703 -3.6068 -5.7321
O 2.2739 -3.6480 -4.5839
C 1.7672 -2.4325 -4.3919
C 0.9312 -2.6967 -3.0827
C 0.0200 -3.8747 -3.0689
N 0.1231 -1.4449 -2.8564
H 2.9132 -2.9389 -6.5954
H 3.3345 -4.5925 -6.1372
H 4.0524 -3.2235 -5.3509
H 2.5122 -1.7207 -4.1851
H 0.8408 -2.1431 -5.1219
H 1.5887 -2.6318 -2.2417
H -0.7911 -3.9891 -3.9614
H -0.7192 -3.6594 -2.2880
H 0.6409 -4.7216 -2.7890
H -0.4758 -1.2079 -3.5829
H 0.8357 -0.6629 -2.8161
C 0.4216 5.4229 3.6801
O -0.2193 4.0877 3.5912
C -1.3138 4.0044 2.7891
C -1.3100 2.8120 1.8771
C -0.2179 3.0138 0.7420
N -2.6145 2.5752 1.3286
H 1.2420 5.2904 4.3341
H -0.2607 6.2781 3.9061
H 0.8204 5.5551 2.6315
H -2.2357 3.8050 3.3874
H -1.6466 4.8755 2.2533
H -1.0676 1.9542 2.3285
H -0.5015 4.0725 0.5384
H -0.3380 2.2944 0.0055
H 0.8400 3.0180 1.0366
H -3.2105 2.2661 2.3237
H -2.6963 1.8560 0.8003
C 4.1591 -0.9205 -1.8249
O 3.2829 -0.0132 -2.3596
C 3.3168 1.2063 -1.5058
C 2.2848 2.3313 -2.1996
C 2.9084 2.8433 -3.5879
N 2.1991 3.4653 -1.3512
H 5.2329 -0.5817 -1.7803
H 4.1384 -1.8689 -2.5612
H 3.9029 -1.0556 -0.7580
H 2.9222 1.0637 -0.4953
H 4.2709 1.6785 -1.3229
H 1.2675 1.9484 -2.5052
H 2.9754 2.0899 -4.3038
H 3.8878 3.2113 -3.4890
H 2.3053 3.6814 -3.9753
H 3.0227 3.8312 -1.4448
H 1.4448 4.1226 -1.6902
C -6.2585 -1.7294 -3.6033
O -5.7087 -0.5389 -3.1844
C -4.8805 -0.7520 -2.1538
C -4.1418 0.5521 -1.8271
C -3.1820 0.9100 -3.0683
N -3.2959 0.4935 -0.6706
H -5.7572 -2.5266 -4.1385
H -6.8491 -2.3169 -2.9279
H -7.0455 -1.5247 -4.3921
H -5.3709 -1.2373 -1.2456
H -4.1232 -1.5548 -2.3851
H -4.6992 1.3071 -1.6382
H -2.4597 0.0400 -3.2439
H -2.7501 1.8756 -3.1477
H -3.9467 0.9596 -3.7776
H -2.7351 -0.2655 -0.8724
H -3.8505 0.2622 0.2614
C -3.9348 -5.3763 -0.1927
O -3.2959 -4.9479 0.9351
C -3.2018 -3.5354 1.0544
C -2.2398 -3.2600 2.2169
C -2.7744 -3.7584 3.5330
N -1.9763 -1.9194 2.4029
H -3.2595 -5.3478 -0.9043
H -5.0133 -5.1027 -0.4611
H -3.9491 -6.4717 -0.2063
H -2.8120 -3.1371 0.1772
H -4.3146 -3.0996 1.1147
H -1.2614 -3.7704 1.9849
H -2.6782 -4.8963 3.7962
H -3.7622 -3.5860 3.8896
H -2.2120 -3.4114 4.4914
H -1.5353 -1.5022 1.5541
H -1.3281 -1.6836 3.1267
C 4.8969 3.8577 1.4244
O 4.7268 3.3372 2.7271
C 3.3635 3.2740 3.2399
C 3.0754 1.9081 3.8920
C 3.2717 0.7405 2.8785
N 1.7913 1.8835 4.4110
H 4.4612 4.8735 1.2643
H 4.5495 3.1208 0.6898
H 6.0330 4.0729 1.3389
H 3.1457 4.1547 3.5855
H 2.5945 3.3516 2.5715
H 3.8325 1.7981 4.6817
H 4.3818 0.7598 2.4467
H 2.5862 0.8996 2.1946
H 3.0589 -0.1230 3.4474
H 1.7997 2.3121 5.2565
H 1.2001 2.5791 3.8568
C 0.6810 -1.5822 5.3070
O 0.2300 -0.8106 4.1841
H -0.1866 -2.0081 5.9579
H 1.0166 -0.7769 5.7290
H 1.3763 -2.3889 5.1564
H 0.8917 -0.1429 4.0320
C 0.4223 -0.7181 0.5618
O -0.6019 -1.3356 -0.0728
H -0.1537 -0.1420 1.4172
H 0.9359 -0.2149 -0.2625
H 1.2033 -1.3642 0.9809
H -0.2115 -1.4833 -1.0085
```


We find run one to be the most stable, with the next structure 0.2786 hartree higher.


Run one
The following is a DFT calculation (ωB97M-V/def2-TZVPD) of a 2-piece molecular cluster, C7H17NO overall.

Calculated values
- Structure (SMILES): CCN(C)C(C)=O.CC
- HOMO-LUMO gap: 0.366 hartree
- M: 131.2 g mol⁻¹
- Multiplicity: 1

The geometry in XYZ format:
```
26
C7H17NO | the OMol25 dataset | ωB97M-V/def2-TZVPD
C 0.1791 1.1955 -2.3531
C 0.7238 -0.1448 -1.7167
N -0.1523 -0.8537 -0.7585
C 0.6489 -1.8724 -0.1540
C -1.3429 -0.4128 -0.1460
C -2.1073 -1.4796 0.6707
O -1.9954 0.5574 -0.4469
H -0.6329 0.9068 -3.0311
H 0.8458 1.7460 -3.0121
H -0.1324 1.6566 -1.4000
H 1.2234 -0.8097 -2.4603
H 1.6265 0.1159 -1.1599
H 1.6999 -1.6767 -0.0745
H 0.2677 -2.1529 0.8301
H 0.5097 -2.9366 -0.6018
H -1.9381 -2.3860 0.1237
H -1.6735 -1.4460 1.6603
H -3.1625 -1.2334 0.7383
C 1.0174 1.4615 1.8101
C 2.3922 1.3926 2.4222
H 1.0759 1.7285 0.7490
H 0.3468 0.6071 1.9635
H 0.4453 2.2923 2.2141
H 3.3362 1.1016 1.9564
H 2.3413 0.7787 3.3435
H 2.5032 2.3861 2.9202
```


Run two
The following is a DFT calculation (ωB97M-V/def2-TZVPD) of a 2-piece molecular cluster, C7H17NO overall.

Calculated values
- Structure (SMILES): CCN(C)C(C)=O.CC
- HOMO-LUMO gap: 0.373 hartree
- M: 131.2 g mol⁻¹
- Multiplicity: 1

The geometry in XYZ format:
```
26
C7H17NO | the OMol25 dataset | ωB97M-V/def2-TZVPD
C -0.4663 0.9419 -2.3463
C -0.7560 -0.0942 -1.2393
N -0.9391 0.2882 0.1825
C -2.3601 0.8687 0.3574
C 0.1148 1.2507 0.5119
C -0.2947 2.6469 1.2549
O 1.3133 1.0425 0.2660
H 0.3137 0.7429 -3.2292
H 0.0048 1.7927 -1.8120
H -1.4503 1.1537 -2.8561
H -1.4734 -0.7531 -1.4951
H 0.2808 -0.6108 -1.2052
H -3.1590 0.0792 0.7925
H -2.3314 1.6324 1.2075
H -2.7263 1.1689 -0.5198
H -1.1999 2.5194 1.8631
H 0.5287 3.1168 1.6353
H -0.6460 3.1066 0.4538
C 2.1994 -3.1616 1.1537
C 1.1856 -3.3138 0.0150
H 2.6484 -4.1626 1.4269
H 3.0468 -2.6433 0.7527
H 1.8278 -2.7709 2.0626
H 1.5112 -3.4613 -0.9876
H 0.7709 -2.2307 -0.1628
H 0.3846 -3.8695 0.4243
```


We find run one to be the most stable, with the next structure 0.0576 hartree higher.


Run one
The following is a DFT calculation (ωB97M-V/def2-TZVPD) of a 3-piece molecular cluster, C7H17NO overall.

Calculated values
- HOMO-LUMO gap (alpha / beta): 0.280 / 0.280 hartree
- M: 131.2 g mol⁻¹
- Multiplicity: 1

The geometry in XYZ format:
```
26
C7H17NO | the OMol25 dataset | ωB97M-V/def2-TZVPD
C -0.1287 -0.7470 0.3689
C 0.2323 1.0619 1.5306
C 0.0031 0.3640 -0.4516
C -1.6557 -1.4274 -2.6364
C 0.9966 -1.6699 0.6931
C -0.9978 1.9239 1.7071
C 1.5418 1.8119 1.4120
N -0.4793 -1.1822 -1.8353
O 0.6201 -1.9619 -2.3784
H 0.9801 -1.4366 -3.1079
H -1.1140 -0.9756 0.7524
H 0.2979 0.3257 2.3313
H 0.9623 0.6208 -0.8739
H -0.8481 0.9706 -0.7130
H -1.9204 -2.4942 -2.6817
H -2.4878 -0.8855 -2.1733
H -1.5620 -1.0664 -3.6774
H 0.8616 -2.1421 1.6679
H 1.9536 -1.1450 0.6821
H 1.0463 -2.4429 -0.0766
H -1.0568 2.7044 0.9446
H -1.9164 1.3338 1.6568
H -0.9853 2.4224 2.6838
H 1.7759 2.3244 2.3537
H 1.5034 2.5699 0.6262
H 2.3774 1.1428 1.1950
```


Run two
The following is a DFT calculation (ωB97M-V/def2-TZVPD) of a 2-piece molecular cluster, C7H17NO overall.

Calculated values
- Structure (SMILES): CC[C@](C)(N)O.C=CC
- HOMO-LUMO gap: 0.376 hartree
- M: 131.2 g mol⁻¹
- Multiplicity: 1

The geometry in XYZ format:
```
26
C7H17NO | the OMol25 dataset | ωB97M-V/def2-TZVPD
C -1.8031 -0.2532 1.1031
C -0.3568 0.2166 1.1239
C -0.0911 1.5173 0.1818
C 1.4074 1.7435 0.0570
N -0.7304 2.7004 0.7127
O -0.6133 1.2794 -1.1051
H -2.0992 -0.5173 0.0953
H -2.4899 0.5205 1.4392
H -1.9369 -1.1113 1.7565
H -0.0850 0.5570 2.1276
H 0.3376 -0.5891 0.9003
H 1.8299 0.9334 -0.5372
H 1.5920 2.6813 -0.4563
H 1.8843 1.7545 1.0389
H -0.1641 3.1443 1.4127
H -1.6333 2.4913 1.1209
H -1.4453 1.7653 -1.1756
C 1.5313 -1.1759 -1.7150
C 0.3766 -1.7255 -1.3508
C 0.2693 -2.9166 -0.4515
H 1.5755 -0.3920 -2.4522
H 2.4714 -1.4870 -1.2781
H -0.5355 -1.4447 -1.8596
H 0.0410 -3.8079 -1.0397
H 1.2018 -3.0930 0.0836
H -0.5343 -2.7914 0.2674
```


Run three
The following is a DFT calculation (ωB97M-V/def2-TZVPD) of a 2-piece molecular cluster, C7H17NO overall.

Calculated values
- Structure (SMILES): CCN(C)C(C)=O.CC
- HOMO-LUMO gap: 0.356 hartree
- M: 131.2 g mol⁻¹
- Multiplicity: 1

The geometry in XYZ format:
```
26
C7H17NO | the OMol25 dataset | ωB97M-V/def2-TZVPD
C -0.8846 1.9790 -1.3559
C 0.1358 0.8724 -1.0251
N 0.4706 0.8811 0.4328
C -0.6326 0.7111 1.3913
C 1.7292 1.3117 0.7905
C 2.8759 1.1705 -0.1479
O 1.8829 1.9849 1.7990
H -1.8901 1.5685 -1.4154
H -0.5971 2.1581 -2.4100
H -0.7836 3.0278 -0.9201
H -0.4787 -0.0350 -1.1211
H 0.8984 0.9327 -1.8219
H 0.0261 0.1932 2.2027
H -1.0167 1.6401 1.8695
H -1.5599 0.1286 1.2608
H 2.6874 0.8363 -1.1620
H 3.2992 2.0970 -0.6171
H 3.5043 0.6173 0.5356
C -1.2407 -2.5162 -0.4769
C -1.1590 -2.9959 0.9555
H -2.2714 -2.3296 -0.7414
H -0.6230 -1.6096 -0.7242
H -0.8034 -3.3105 -1.1461
H -1.9502 -2.5141 1.5278
H -0.2215 -2.6984 1.3812
H -1.3972 -4.1011 0.9384
```


We find run two to be the most stable, with the next structure 0.0576 hartree higher.


Run one
The following is a DFT calculation (ωB97M-V/def2-TZVPD) of a 2-piece molecular cluster, C4H9NO overall.

Calculated values
- Structure (SMILES): C/C=N\O.C=C
- HOMO-LUMO gap: 0.393 hartree
- M: 87.1 g mol⁻¹
- Multiplicity: 1

The geometry in XYZ format:
```
15
C4H9NO | the OMol25 dataset | ωB97M-V/def2-TZVPD
C 0.5712 -0.2025 1.7727
C 0.3242 -1.2733 0.7697
N 0.8899 -1.5563 -0.3327
O 1.8198 -0.6186 -0.7439
H 0.4119 -0.6379 2.7624
H 1.5802 0.2070 1.7318
H -0.1560 0.6014 1.6313
H -0.4572 -1.9888 0.9887
H 2.1265 -1.0280 -1.5622
C -1.6857 0.6536 -1.1556
C -0.6534 1.4863 -1.1005
H -2.7132 0.9915 -1.0806
H -1.5533 -0.4103 -1.3081
H 0.3737 1.1593 -1.2165
H -0.7872 2.5550 -0.9914
```


Run two
The following is a DFT calculation (ωB97M-V/def2-TZVPD) of a 2-piece molecular cluster, C4H9NO overall.

Calculated values
- Structure (SMILES): C=CN.C=CO
- HOMO-LUMO gap: 0.346 hartree
- M: 87.1 g mol⁻¹
- Multiplicity: 1

The geometry in XYZ format:
```
15
C4H9NO | the OMol25 dataset | ωB97M-V/def2-TZVPD
C -0.6784 -1.2844 -2.0891
C 0.3257 -0.6172 -1.4891
N 0.5252 0.7565 -1.6371
H -1.5473 -0.7647 -2.4724
H -0.4405 -2.2116 -2.6155
H 1.1105 -1.2357 -1.0814
H 0.1194 1.1487 -2.4710
H 0.3604 1.3569 -0.8480
C -0.7115 0.6792 2.4526
C 0.2904 -0.0978 2.0539
O 1.2897 0.3018 1.2023
H -1.5450 0.1644 2.9093
H -0.7968 1.7490 2.3287
H 0.1656 -1.1444 2.2842
H 1.5325 1.1995 1.4727
```


We find run two to be the most stable, with the next structure 0.0084 hartree higher.